Record 1
Here is a 2-piece molecular cluster, C5H15NO overall in a non-equilibrium geometry from the OMol25 dataset. Energies are from wB97M-V/def2-TZVPD.

Summary:
LUMO ... 0.0323 hartree
HOMO level ... -9.60 eV
Energy relative to the best compared isomer or geometry (same formula, charge and spin) ... 53.58 kcal/mol
Gap between HOMO and LUMO ... 10.5 eV

Geometry as ORCA input:
```
! wB97M-V def2-TZVPD RIJCOSX def2/J DEFGRID3
* xyz 0 1
C 0.01 -1.22 2.49
C -0.66 -0.88 1.12
C 0.08 0.10 0.22
C 0.29 1.50 0.85
N -0.50 0.23 -1.30
C 0.15 1.32 -1.99
H 0.26 -0.19 2.82
H -0.68 -1.59 3.39
H 1.01 -1.70 2.65
H -1.77 -0.64 1.23
H -0.61 -1.82 0.58
H 1.18 -0.39 0.05
H 0.81 2.18 0.17
H 1.17 1.32 1.47
H -0.62 1.93 1.33
H -1.43 0.59 -1.13
H 0.06 1.13 -3.09
H -0.11 2.31 -1.67
H 1.26 1.15 -1.87
O -0.17 -2.07 -2.34
H -0.35 -1.10 -2.16
H 0.64 -2.15 -2.84
*
```

Results of the Löwdin charge analysis, in e, for atoms 1 through 4:
1. C -0.12
2. C -0.25
3. C -0.34
4. C -0.09


Record 2
Here is one molecule with the formula C14H13Cl3O in a non-equilibrium geometry from the OMol25 dataset. Energies are from wB97M-V/def2-TZVPD.

Summary:
LUMO ... 0.0035 hartree
HOMO level ... -8.30 eV
Energy relative to the best compared isomer or geometry (same formula, charge and spin) ... 0.00 kcal/mol
Gap between HOMO and LUMO ... 8.4 eV

Geometry as ORCA input:
```
! wB97M-V def2-TZVPD RIJCOSX def2/J DEFGRID3
* xyz 0 1
C -1.61 -0.03 -3.67
C -0.98 -0.78 -2.53
C -1.98 -1.64 -1.71
C 0.52 -1.10 -2.59
C 1.17 -2.25 -1.76
O 0.76 -2.87 -0.78
Cl 2.77 -2.73 -2.16
C 0.03 0.16 -1.75
C 0.23 0.14 -0.32
C 0.37 1.35 0.36
Cl 0.51 2.90 -0.50
C 0.57 1.29 1.87
C -0.09 0.33 2.64
C 0.11 0.14 3.97
C 0.97 1.07 4.72
Cl 1.09 0.92 6.44
C 1.60 2.13 3.92
C 1.39 2.15 2.55
H -1.98 0.96 -3.35
H -2.54 -0.63 -3.97
H -0.86 0.01 -4.55
H -1.69 -1.83 -0.65
H -3.10 -1.29 -1.76
H -2.05 -2.62 -2.18
H 1.25 -0.85 -3.41
H 0.25 1.10 -2.19
H 0.22 -0.78 0.23
H -0.74 -0.38 2.27
H -0.43 -0.66 4.49
H 2.17 2.99 4.36
H 2.06 2.80 2.03
*
```

Results of the Löwdin charge analysis, in e, for atoms 1 through 4:
1. C -0.05
2. C -0.41
3. C -0.03
4. C -0.12


Record 3
Here is a 3-piece molecular cluster, C26H44N5O2P overall in a non-equilibrium geometry from the OMol25 dataset. Energies are from wB97M-V/def2-TZVPD.

Summary:
LUMO (spin up / spin down) ... -0.0349 / -0.0349 hartree
HOMO level (spin up / spin down) ... -8.26 / -8.50 eV
Gap between HOMO and LUMO (spin up / spin down) ... 7.3 / 7.5 eV

Geometry as ORCA input:
```
! wB97M-V def2-TZVPD RIJCOSX def2/J DEFGRID3
* xyz 0 3
N -8.26 -5.33 1.48
P -6.74 -5.27 1.89
C -5.92 -3.65 1.76
C -6.55 -2.57 1.22
C -5.90 -1.33 1.14
C -4.63 -1.20 1.60
C -3.94 -2.29 2.18
N -2.67 -2.13 2.64
C -2.15 -3.20 3.16
C -2.80 -4.44 3.23
N -4.01 -4.62 2.78
C -4.61 -3.52 2.25
H -8.62 -4.44 1.17
H -6.58 -5.69 3.22
H -5.98 -6.15 1.10
H -7.56 -2.65 0.85
H -6.39 -0.48 0.71
H -4.13 -0.25 1.55
H -1.14 -3.13 3.55
H -2.29 -5.28 3.67
C 3.07 -3.86 -0.86
C 2.83 -2.35 -1.16
C 3.31 -1.48 0.01
C 2.37 -1.45 1.21
C 0.94 -1.15 0.78
C 0.44 -2.11 -0.30
N 1.38 -2.12 -1.45
O 1.23 -1.05 -2.16
C 0.27 -3.52 0.30
C -0.95 -1.69 -0.76
C 3.66 -2.01 -2.39
H 2.26 -4.48 -1.22
H 3.97 -4.22 -1.35
H 3.20 -4.06 0.21
H 3.44 -0.45 -0.35
H 4.30 -1.83 0.32
H 2.42 -2.39 1.76
H 2.71 -0.68 1.91
H 0.26 -1.20 1.64
H 0.89 -0.12 0.40
H -0.04 -4.23 -0.46
H -0.50 -3.50 1.07
H 1.16 -3.91 0.78
H -0.96 -0.66 -1.12
H -1.65 -1.76 0.07
H -1.30 -2.33 -1.57
H 3.32 -2.56 -3.27
H 4.70 -2.28 -2.20
H 3.63 -0.94 -2.62
C 0.14 3.12 -1.05
C 1.64 3.31 -1.39
C 2.50 3.16 -0.13
C 2.50 4.38 0.79
C 2.78 5.66 0.01
C 1.83 5.85 -1.17
N 1.86 4.64 -2.04
O 2.92 4.63 -2.78
C 0.41 6.13 -0.65
C 2.23 7.07 -1.99
C 2.01 2.19 -2.35
H -0.49 3.81 -1.62
H -0.19 2.12 -1.30
H -0.07 3.28 0.01
H 3.54 2.96 -0.43
H 2.16 2.28 0.42
H 1.54 4.46 1.32
H 3.26 4.25 1.56
H 2.71 6.53 0.66
H 3.81 5.64 -0.36
H -0.30 6.21 -1.48
H 0.40 7.08 -0.12
H 0.03 5.38 0.04
H 3.27 7.02 -2.33
H 2.13 7.97 -1.37
H 1.59 7.19 -2.86
H 1.47 2.28 -3.30
H 1.75 1.23 -1.90
H 3.08 2.16 -2.57
*
```

Results of the Löwdin charge analysis, in e, for atoms 1 through 4:
1. N -0.32
2. P 0.72
3. C -0.29
4. C -0.07


Record 4
Here is C14H12AuF3N3O3S3 as an isolated structure in a non-equilibrium geometry from the OMol25 dataset. Energies are from wB97M-V/def2-TZVPD.

Summary:
LUMO ... -0.1610 hartree
HOMO level ... -11.83 eV
Energy relative to the best compared isomer or geometry (same formula, charge and spin) ... 2.42 kcal/mol
Gap between HOMO and LUMO ... 7.4 eV

Geometry as ORCA input:
```
! wB97M-V def2-TZVPD RIJCOSX def2/J DEFGRID3
* xyz 1 1
Au -1.25 -0.12 0.29
S -5.43 1.24 0.50
C -4.67 2.21 -0.68
C -3.36 1.89 -0.86
C -2.97 0.81 -0.03
C -3.98 0.36 0.77
C -3.72 -0.64 1.79
C -4.65 -1.24 2.63
C -4.23 -2.18 3.55
C -2.89 -2.53 3.62
C -2.00 -1.90 2.76
N -2.42 -0.99 1.89
H -5.24 2.97 -1.18
H -2.71 2.39 -1.57
H -5.69 -0.96 2.55
H -4.95 -2.65 4.21
H -2.52 -3.26 4.33
H -0.94 -2.12 2.76
C 1.52 -1.97 -2.73
N 1.60 -0.51 -2.76
C 2.75 0.19 -3.04
C 2.46 1.51 -2.90
N 1.14 1.57 -2.54
C 0.63 0.34 -2.42
S -1.02 -0.05 -2.01
H 2.23 -2.37 -3.45
H 0.52 -2.29 -3.00
H 1.77 -2.33 -1.73
H 3.67 -0.30 -3.31
H 3.07 2.38 -3.02
H 0.63 2.40 -2.30
F 3.02 1.01 2.62
C 2.08 0.10 2.49
F 0.97 0.51 3.10
F 2.48 -1.04 3.04
S 1.71 -0.16 0.71
O 1.18 1.12 0.25
O 2.90 -0.64 0.09
O 0.59 -1.18 0.75
*
```

Results of the Löwdin charge analysis, in e, for atoms 1 through 4:
1. Au 1.06
2. S 1.10
3. C -0.38
4. C -0.21


Record 5
Here is C3H3CuLiO4 as an isolated structure in a non-equilibrium geometry from the OMol25 dataset. Energies are from wB97M-V/def2-TZVPD.

Summary:
LUMO ... -0.2084 hartree
HOMO level ... -11.78 eV
Energy relative to the best compared isomer or geometry (same formula, charge and spin) ... 70.38 kcal/mol
Gap between HOMO and LUMO ... 6.1 eV

Geometry as ORCA input:
```
! wB97M-V def2-TZVPD RIJCOSX def2/J DEFGRID3
* xyz 1 1
O 2.77 0.65 0.56
C 1.74 0.50 1.16
C 0.72 -0.11 1.70
Li 4.56 1.22 1.39
Cu 3.11 -0.66 -1.72
H 0.49 0.11 2.74
H -0.05 -0.60 1.10
O 1.81 -1.34 -3.59
C 1.03 -2.11 -2.73
O 0.04 -2.68 -3.17
O 1.46 -2.01 -1.54
H 1.70 -1.62 -4.50
*
```

Results of the Löwdin charge analysis, in e, for atoms 1 through 4:
1. O -0.03
2. C -0.21
3. C 0.11
4. Li 0.92